Entry 1:
DFT (wB97M-V/def2-TZVPD) results for C2H4BrClIN as an isolated structure.

Last column: Mulliken charge in e.
Atoms and positions in Å:
N  0.3577  0.3734  -0.3884  -0.4293
H  -0.0943  0.4431  1.5147  0.5883
Cl  -1.6051  -0.9012  -1.6347  -0.1620
C  -0.3636  0.9861  0.7104  -1.0867
C  0.0526  -0.9137  -0.7929  -0.0031
Br  -0.0868  -2.2930  0.7289  -0.1665
H  0.0115  1.9127  0.9416  0.4008
H  0.7456  -1.4028  -1.5457  0.3671
H  -1.3875  1.1339  0.5209  0.3272
I  2.3698  0.6615  -0.0548  0.1642

- Spin multiplicity: 1
- Highest occupied orbital energy: -9.437 eV

Entry 2:
DFT (wB97M-V/def2-TZVPD) results for a 2-piece molecular cluster, C2H4BrF2N overall.

Last column: Mulliken spin population.
Atoms and positions in Å:
F  -1.4996  2.0777  1.0162  0.9958
Br  -0.0960  -0.3229  2.4462  0.0762
H  0.5915  -1.6681  -0.9815  -0.0059
C  -0.7055  -0.0687  0.7503  0.8476
N  1.0343  -0.8115  -0.7091  0.0375
C  0.2154  0.3382  -0.3763  -0.0311
H  -0.5011  0.5323  -1.1130  0.0115
H  1.0155  1.1218  -0.1524  0.0160
H  1.7491  -0.5128  -1.3265  -0.0024
F  -1.8036  -0.6860  0.4461  0.0548

- Spin multiplicity: 3
- Highest occupied orbital energy (spin up / spin down): -7.333 / -9.409 eV

Entry 3:
DFT (wB97M-V/def2-TZVPD) results for a 2-piece molecular cluster, C2H4BrF2N2 overall.

Last column: Mulliken charge in e.
Atoms and positions in Å:
C  1.9493  0.6987  1.9062  0.1176
F  2.5825  1.1674  2.9554  -0.0229
H  0.8058  0.4591  -0.4185  0.2108
N  -0.8631  -1.3940  -1.0450  -0.3769
H  -0.0030  -1.7277  -0.4081  0.2727
H  -1.5041  -1.9980  -1.4298  0.2298
Br  -2.7571  0.6503  -1.6029  -0.0620
N  -0.1337  0.8185  -0.7045  -0.3327
C  -1.0064  -0.0845  -1.0648  0.8448
F  1.3101  -0.3694  2.3819  -0.1232
H  -0.3803  1.7795  -0.5696  0.2418

- Spin multiplicity: 1
- Net charge: +1
- Highest occupied orbital energy: -15.408 eV

Entry 4:
DFT (wB97M-V/def2-TZVPD) results for a 2-piece molecular cluster, C2H4BrFO overall.

Last column: Mulliken charge in e.
Atoms and positions in Å:
F  -1.2774  -2.0299  -0.4416  -0.1965
H  -1.1608  -1.4810  1.5734  0.2659
Br  -2.0686  0.4330  0.0217  -0.1177
O  1.1549  1.7338  -0.2740  -0.4248
H  0.6717  -0.1493  -0.8959  0.4286
H  1.8280  0.0140  0.6892  0.2813
C  -1.0282  -1.1126  0.5379  -0.1342
H  0.6613  2.1588  -1.0401  0.3580
C  1.2192  0.4331  -0.1706  -0.4607

- Spin multiplicity: 1
- Highest occupied orbital energy (spin up / spin down): -8.633 / -7.142 eV

In order of appearance, ΔE to the lowest compared entry with this formula, charge and spin = 27.17; 76.37; 148.23; 453.74 kJ/mol.